Entry 1:
This record from the OMol25 dataset describes 8 unconnected molecules or ions with the total composition C18H46N5O10S3 at a distorted geometry. The level of theory is ωB97M-V with the def2-TZVPD basis set.

Positions of all 82 atoms, in Å:
N (6.16722, 8.81903, 29.27513)
O (6.19582, 8.79544, 30.47862)
O (6.65141, 7.92763, 28.61907)
O (5.62758, 9.75819, 28.71713)
C (2.12794, 9.12859, 37.50534)
C (0.87024, 9.07507, 36.60118)
O (-0.25996, 9.07769, 37.08122)
N (1.13793, 9.30553, 35.31344)
C (0.06077, 9.18426, 34.35599)
H (1.94853, 8.54881, 38.41075)
H (2.26382, 10.15830, 37.83599)
H (3.01588, 8.75665, 36.99414)
H (2.10164, 9.16841, 35.04406)
H (-0.30246, 8.16553, 34.49147)
H (0.41060, 9.26926, 33.32716)
H (-0.72707, 9.87859, 34.64808)
C (1.61028, 14.98677, 29.01452)
C (2.30518, 16.04192, 28.13431)
O (1.71434, 17.03729, 27.73087)
N (3.56828, 15.80424, 27.87376)
C (4.48711, 16.66237, 27.04224)
H (1.61845, 14.02443, 28.50273)
H (0.60563, 15.34952, 29.23172)
H (2.25764, 14.90471, 29.88762)
H (3.95673, 14.97676, 28.30326)
H (4.00785, 17.55611, 26.64271)
H (4.96909, 16.13111, 26.22153)
H (5.32037, 16.88455, 27.70887)
C (3.28681, 2.62125, 30.26355)
C (3.50068, 1.55422, 29.21638)
O (2.76675, 0.60071, 29.21310)
N (4.53741, 1.62651, 28.41025)
C (4.83744, 0.61902, 27.39873)
H (2.23941, 2.86879, 30.43614)
H (3.83051, 3.53674, 30.03039)
H (3.70916, 2.30961, 31.21885)
H (5.16042, 2.41899, 28.47290)
H (3.90732, 0.22157, 26.99251)
H (5.46686, -0.17424, 27.80205)
H (5.34397, 1.00770, 26.51530)
C (4.41976, 10.50381, 22.29666)
C (4.17566, 9.16889, 21.57534)
O (3.60189, 9.08687, 20.45507)
N (4.60486, 8.02661, 22.22246)
C (4.35179, 6.69261, 21.79120)
H (5.06435, 11.11760, 21.66748)
H (5.00589, 10.24201, 23.17757)
H (3.47292, 10.92075, 22.63981)
H (4.99607, 8.02094, 23.15360)
H (3.64141, 6.57850, 20.97240)
H (4.10409, 6.16890, 22.71449)
H (5.26549, 6.17298, 21.50267)
C (12.02392, 9.52432, 33.12010)
S (13.25232, 8.91011, 31.97228)
O (13.90034, 7.69315, 32.59811)
C (12.11651, 8.24082, 30.73118)
H (11.37433, 8.68655, 33.37366)
H (11.51286, 10.42166, 32.77126)
H (12.42400, 9.82832, 34.08737)
H (11.46911, 7.61623, 31.34670)
H (12.73911, 7.60662, 30.10010)
H (11.54064, 8.99687, 30.19747)
C (8.62121, 15.17258, 36.52257)
S (6.90060, 15.29833, 35.95135)
O (6.63562, 16.75893, 36.26563)
C (7.18018, 15.00734, 34.17114)
H (9.36225, 15.54241, 35.81392)
H (8.90661, 14.12233, 36.58277)
H (8.77227, 15.64057, 37.49533)
H (7.38827, 13.99695, 33.81913)
H (8.07975, 15.55539, 33.89093)
H (6.38900, 15.48182, 33.59062)
C (11.71212, 12.78526, 26.07760)
S (10.94246, 12.57886, 24.39693)
O (11.90869, 13.02496, 23.29999)
C (11.02020, 10.75429, 24.31923)
H (11.96340, 13.84552, 26.10595)
H (12.43250, 12.03616, 26.40625)
H (10.81498, 12.69141, 26.68951)
H (12.07179, 10.57234, 24.54092)
H (10.85890, 10.30029, 23.34149)
H (10.34292, 10.30659, 25.04652)

For the total energy, the calculation gives -2934.02460 Eh. As for the HOMO energy: -4.8390 eV. For the energy relative to the best compared isomer or geometry (same formula, charge and spin), the calculation gives 340.3 kJ/mol. As for the net charge: -1. As for the LUMO energy: 1.60 eV.

Results of the Mulliken charge analysis, in e, for atoms 1 through 5: 1.0393 -0.6763 -0.6812 -0.6833 -0.9730

Entry 2:
This record from the OMol25 dataset describes 2 unconnected molecules or ions with the total composition C5H10O2. The level of theory is ωB97M-V with the def2-TZVPD basis set.

Positions of all 17 atoms, in Å:
C (-0.58356, -1.64754, 2.02347)
O (-0.88164, -0.72825, 0.99849)
C (0.26022, -0.18839, 0.41161)
C (1.03333, -0.99610, -0.63332)
C (0.18048, 0.13914, -1.00650)
C (-0.47277, 0.83569, -1.91741)
O (-1.40395, 1.78740, -1.63678)
H (0.00282, -1.18065, 2.82913)
H (-0.02231, -2.50987, 1.63609)
H (-1.53819, -1.99049, 2.42913)
H (0.85314, 0.44350, 1.08200)
H (2.11771, -0.89277, -0.65672)
H (0.66546, -1.99782, -0.85224)
H (-0.31966, 0.73033, -2.98712)
H (-1.57334, 1.75805, -0.68309)
H (1.13451, 3.31184, -0.30945)
H (0.54776, 3.12595, -0.72727)

For the total energy, the calculation gives -346.86474 Eh. As for the SMILES: CO[C@H]1C/C1=C/O.[H][H]. As for the HOMO energy: -8.8773 eV. For the energy relative to the best compared isomer or geometry (same formula, charge and spin), the calculation gives 421.9 kJ/mol. As for the net charge: 0. As for the LUMO energy: 1.01 eV.

Results of the natural (NBO) charge analysis, in e, for atoms 1 through 5: -0.2484 -0.5243 0.0624 -0.4470 -0.1723

Entry 3:
This record from the OMol25 dataset describes a molecular structure, C37H39AuIN2P2. The level of theory is ωB97M-V with the def2-TZVPD basis set.

Positions of all 82 atoms, in Å:
Au (0.13679, -0.63890, -1.33230)
C (-1.33968, 0.17903, 2.13335)
C (-1.82137, -1.05125, 1.35687)
P (-1.92029, -1.01908, -0.46108)
C (-3.20888, 0.14951, -0.94647)
C (-2.97390, 1.11550, -1.91837)
C (-3.98516, 1.99092, -2.28217)
C (-5.22801, 1.90734, -1.67143)
C (-5.47114, 0.94105, -0.70367)
C (-4.46473, 0.05888, -0.34526)
C (-2.58842, -2.64587, -0.89810)
C (-3.00985, -3.59115, 0.03255)
C (-3.53241, -4.80412, -0.39632)
C (-3.63836, -5.07924, -1.75119)
C (-3.21668, -4.14099, -2.68432)
C (-2.69040, -2.93303, -2.25950)
C (-0.05297, 0.85729, 1.66609)
P (-0.25437, 1.96816, 0.19234)
C (1.46401, 2.56790, -0.02105)
C (2.38451, 2.71812, 1.01872)
C (3.65343, 3.21692, 0.76938)
C (4.02262, 3.57353, -0.52158)
C (3.12419, 3.41679, -1.56575)
C (1.85566, 2.91184, -1.31306)
C (-1.13565, 3.37953, 0.94713)
C (-0.52690, 4.48262, 1.54128)
C (-1.29845, 5.49277, 2.09756)
C (-2.68365, 5.41420, 2.06887)
C (-3.30025, 4.32794, 1.46526)
C (-2.53072, 3.32454, 0.89572)
H (-1.17812, -0.16919, 3.15654)
H (-2.14485, 0.91395, 2.20523)
H (-2.81940, -1.31590, 1.71634)
H (-1.17436, -1.90862, 1.57441)
H (-1.99140, 1.18918, -2.36911)
H (-3.80147, 2.74412, -3.03654)
H (-6.01324, 2.59688, -1.95233)
H (-6.44427, 0.87195, -0.23635)
H (-4.66265, -0.70859, 0.39454)
H (-2.93234, -3.40233, 1.09498)
H (-3.86034, -5.53278, 0.33327)
H (-4.04800, -6.02427, -2.08208)
H (-3.29607, -4.35146, -3.74246)
H (-2.35661, -2.20454, -2.99071)
H (0.71611, 0.12362, 1.39921)
H (0.34420, 1.42933, 2.50682)
H (2.10997, 2.45849, 2.03289)
H (4.35453, 3.33612, 1.58557)
H (5.00849, 3.97998, -0.71014)
H (3.40515, 3.69393, -2.57362)
H (1.15122, 2.79324, -2.12948)
H (0.55272, 4.56153, 1.56835)
H (-0.81383, 6.34712, 2.55220)
H (-3.28102, 6.20474, 2.50356)
H (-4.38031, 4.26986, 1.42262)
H (-3.01818, 2.50029, 0.38219)
I (3.04480, -0.80191, 3.37193)
C (1.83102, -2.26954, 2.48633)
C (1.01734, -3.05347, 3.29687)
C (0.26363, -4.04231, 2.68663)
C (0.34482, -4.20324, 1.30975)
C (1.18089, -3.35599, 0.60250)
N (1.91452, -2.39833, 1.17734)
H (0.98956, -2.89733, 4.36549)
H (-0.37487, -4.68210, 3.28233)
H (-0.22134, -4.96457, 0.79093)
H (1.27573, -3.44517, -0.47433)
C (4.87940, -2.50220, -1.04000)
C (4.72470, -1.05678, -1.53985)
C (5.25541, -0.06318, -0.49266)
C (5.42426, -0.85793, -2.89078)
C (3.28920, -0.81240, -1.71698)
N (2.16430, -0.62929, -1.81638)
H (5.94146, -2.71308, -0.91556)
H (4.46903, -3.21465, -1.75631)
H (4.37979, -2.63310, -0.08061)
H (6.25870, -0.37044, -0.19886)
H (4.61995, -0.03060, 0.39525)
H (5.30274, 0.94142, -0.90924)
H (6.49717, -0.98669, -2.74794)
H (5.24800, 0.14428, -3.28065)
H (5.08490, -1.58877, -3.62453)

For the total energy, the calculation gives -2658.78583 Eh. As for the HOMO energy: -10.3656 eV. For the energy relative to the best compared isomer or geometry (same formula, charge and spin), the calculation gives 28.4 kJ/mol. As for the net charge: +1. As for the LUMO energy: -1.97 eV.

Results of the Mulliken charge analysis, in e, for atoms 1 through 5: 0.6699 -1.6735 0.2587 0.6723 0.4716

Entry 4:
This record from the OMol25 dataset describes a single C5H7P molecule at a distorted geometry. The level of theory is ωB97M-V with the def2-TZVPD basis set.

Positions of all 13 atoms, in Å:
C (-1.10441, 0.51735, -0.05614)
C (-1.09604, 0.21775, -2.24435)
C (1.05428, -0.50593, -0.91521)
C (0.24889, 0.12818, 0.25411)
C (0.35235, -0.44536, 1.68819)
P (0.43673, -0.32695, -2.47589)
H (-1.87264, 0.82647, 0.56667)
H (-1.89468, 0.72270, -2.68766)
H (2.10506, -0.56951, -0.81044)
H (0.59656, 1.15583, 0.27935)
H (-0.60428, -0.50930, 2.20921)
H (0.91080, 0.24119, 2.42122)
H (0.86739, -1.45243, 1.77093)

For the total energy, the calculation gives -535.80685 Eh. As for the HOMO energy (alpha / beta): -8.2776 / -7.9245 eV. For the energy relative to the best compared isomer or geometry (same formula, charge and spin), the calculation gives 545.2 kJ/mol. As for the net charge: 0. As for the LUMO energy (alpha / beta): 0.37 / -0.88 eV.

Results of the natural (NBO) charge analysis, in e, for atoms 1 through 5: -0.0241 -0.6024 -0.5519 -0.4478 -0.6038